# 1
49
Properties=species:S:1:pos:R:3:forces:R:3 method="wB97M-V/def2-TZVPD" relative_energy_ev=6.515 homo_ev=-9.9 lumo_energy_ev=-0.133 molar_mass_g_mol=314.3 orbital_gap_ev=9.725 e_tot_ev=-34230.313
C 1.998122 0.612937 -0.754384 1.449 3.439 -1.047
N 0.533265 0.560424 -0.746737 0.379 1.683 -2.026
C 0.067475 -0.159308 -1.965646 -0.995 1.435 0.394
C -1.271056 -0.706840 -1.612251 -1.232 -2.516 -0.809
O -2.236570 -0.607779 -2.342366 0.118 0.575 0.691
N -1.284963 -1.590954 -0.493041 -1.225 2.665 -3.122
C -2.431288 -2.049770 0.137211 2.158 -1.719 2.759
O -2.122716 -2.739158 1.123883 -1.705 0.296 -1.052
H 2.519631 1.374926 -1.516130 -1.564 -1.364 1.152
H 2.570235 -0.262489 -0.909954 -0.212 -1.579 0.071
H 2.318132 1.062666 0.162946 0.242 0.085 0.762
H 0.241233 1.537644 -1.035058 0.583 -1.051 1.273
H 0.805159 -0.937574 -2.064499 -0.158 -0.601 -0.977
H -0.154948 0.538719 -2.849281 1.039 -1.261 1.102
H -0.344298 -1.716585 -0.177009 -0.066 -0.669 1.120
H -3.493335 -1.766920 -0.124077 1.541 -0.231 -0.341
O -0.285911 1.874714 3.929779 -0.436 -0.379 2.622
H 0.357907 1.820017 4.690452 -0.896 0.244 -1.283
H -1.151010 1.864050 4.402255 0.772 -0.132 -0.610
O -1.050853 2.725752 -2.145639 2.259 0.420 -0.232
H -1.516125 3.247700 -2.783610 -0.831 0.054 -0.202
H -1.591268 2.194370 -1.596973 -1.607 -0.342 0.466
O 1.234478 3.309516 2.612013 -2.550 -1.529 0.022
H 1.982487 2.763304 2.535644 2.003 0.651 -0.266
H 1.138421 4.233518 2.656737 1.389 1.440 -0.078
O -2.948095 -0.007639 1.408252 0.359 1.648 2.311
H -2.746432 0.461831 2.271506 -1.581 -0.447 -0.899
H -2.006898 -0.037811 1.278810 1.096 -0.596 -1.087
O 2.557431 -2.505435 -1.956843 -0.507 -0.889 -0.066
H 2.239766 -3.388665 -2.209878 0.343 0.128 -1.240
H 2.267663 -2.723321 -1.068026 0.139 0.718 1.302
O 2.326734 0.151908 -3.845433 0.268 2.473 -1.224
H 2.498800 -0.011728 -2.938983 0.176 -1.157 0.737
H 2.077185 -0.574166 -4.383606 -0.140 -1.339 0.097
O 0.003350 -0.140069 2.095102 1.049 1.268 -0.481
H 0.290956 -0.122859 1.163233 -0.368 -0.614 -0.462
H 0.597273 0.594961 2.353533 -0.899 -0.355 0.842
O 0.814361 -2.606611 1.911333 -2.128 1.010 1.304
H -0.170192 -2.378671 1.851479 1.199 -0.942 -0.397
H 0.904763 -2.099615 2.750334 0.720 -0.448 -0.761
O 1.338628 -4.260339 -0.114042 -1.939 1.087 -0.576
H 0.647848 -3.725650 0.385884 1.572 -1.300 -0.570
H 1.993677 -4.491437 0.523823 0.501 -0.145 0.938
O -1.032489 2.534398 1.166151 -0.312 0.057 -0.595
H -0.764992 1.671373 0.844065 -0.174 -0.237 -0.371
H -0.488181 2.575691 1.949934 0.349 0.501 0.804
O 1.623775 3.704919 -0.385708 -1.408 0.063 1.093
H 1.436008 3.644671 -1.332008 -0.404 0.122 0.339
H 0.744530 3.730573 0.123832 1.632 -0.222 -1.425



# 2
46
Properties=species:S:1:pos:R:3:forces:R:3 method="wB97M-V/def2-TZVPD" relative_energy_ev=0.000 homo_ev=-6.2 charge=-1 lumo_energy_ev=2.965 molar_mass_g_mol=268.3 orbital_gap_ev=9.152 e_tot_ev=-28650.908
C -1.280179 0.431906 -0.121938 0.398 -0.552 -0.098
O -1.379366 0.854794 1.182512 -0.392 0.775 1.343
C -0.114049 -0.566846 -0.239324 -1.283 -1.010 0.216
C 0.114373 -0.994389 -1.684991 0.608 -2.048 1.212
C -0.839470 -2.117248 -2.133979 -0.607 -0.227 1.299
N -0.556088 -3.442352 -1.489139 -2.385 1.519 0.465
H -2.221893 -0.068440 -0.386874 -0.016 -0.037 -0.449
H -1.150632 1.310723 -0.774660 0.111 -0.476 -0.129
H 0.780395 -0.159222 0.191083 0.468 0.453 -0.012
H -0.344122 -1.455227 0.452999 0.154 1.307 -1.541
H 0.029610 -0.177115 -2.332791 -0.190 1.476 -1.000
H 1.169393 -1.325984 -1.776386 -0.545 -0.005 -0.134
H -0.769313 -2.220309 -3.216471 -0.181 -0.203 -0.056
H -1.914122 -1.836507 -1.853019 1.354 -0.371 -0.548
H -0.598458 -3.355521 -0.458864 0.302 -0.116 -0.912
H 0.324861 -3.752228 -1.764489 1.800 -0.549 -0.275
H -2.575159 4.349501 -1.333010 0.096 1.976 0.128
H -2.756607 3.131536 -0.435907 -0.067 0.079 0.348
O -2.659167 3.426830 -1.376567 -0.164 -1.644 -0.775
H 0.766345 1.841487 2.947685 -0.145 0.864 0.663
H -0.061880 1.104070 1.785904 -0.432 0.180 -0.019
O 0.812176 1.138409 2.324383 0.559 -0.471 -0.521
H 1.293796 2.145260 -0.192596 0.022 0.031 -0.388
H 0.863736 2.395501 -1.648650 -2.015 0.343 -1.352
O 1.601640 2.210101 -1.111447 2.005 -0.092 1.927
H 0.064482 -0.516648 2.951595 1.409 0.828 0.388
H -1.234928 -0.412927 2.272107 0.117 -0.285 0.054
O -0.706970 -1.044716 2.848271 -1.619 -0.734 -0.111
H -2.196654 2.062749 1.198545 0.108 0.072 0.054
H -3.676396 2.484960 1.400615 0.511 0.527 -0.218
O -2.834267 2.899199 1.125620 -0.642 -0.827 0.544
H 2.378200 0.568355 1.908186 -0.130 0.422 0.178
H 3.037014 -0.724527 1.718526 -0.269 -2.820 -0.029
O 3.248564 0.175959 1.739190 0.801 2.560 0.337
H 1.736268 -2.651917 1.195833 -1.887 -0.736 0.158
H 2.629744 -1.960558 0.144772 -0.116 0.105 -0.160
O 2.603614 -2.339887 1.031229 2.280 0.483 -0.318
H 0.225948 -3.777693 2.374766 0.086 -1.259 1.651
H -0.170990 -2.323112 2.018124 -0.018 -0.735 0.227
O 0.154432 -3.208234 1.648182 -0.428 1.492 -1.414
H 3.250336 0.165840 -0.009335 0.260 -0.021 0.222
H 2.557601 0.789000 -1.214225 0.566 -1.086 0.165
O 3.066975 -0.030307 -0.942886 -0.369 0.696 -0.706
H -1.292820 2.905412 -2.243716 -0.007 -0.347 -0.093
H -0.853440 1.577332 -3.011679 0.744 2.308 0.819
O -0.522520 2.493000 -2.707176 -0.855 -1.847 -1.139



# 3
49
Properties=species:S:1:pos:R:3:forces:R:3 method="wB97M-V/def2-TZVPD" relative_energy_ev=0.255 homo_ev=-7.1 charge=-1 lumo_energy_ev=2.663 molar_mass_g_mol=316.3 orbital_gap_ev=9.742 e_tot_ev=-34795.384
C -0.835091 1.602270 -1.079207 -2.011 0.056 0.217
N -0.443015 0.200471 -1.252276 1.669 1.553 -0.890
C 0.951497 -0.029196 -0.843852 0.040 -0.339 -0.651
C 1.350996 -1.469652 -1.303046 0.681 1.315 -1.613
O 2.721214 -1.718295 -1.034615 -0.165 -0.567 0.597
C 1.177610 0.101069 0.673607 -0.222 -0.947 0.182
O 2.011491 0.901984 1.108677 0.501 0.674 0.116
O 0.540382 -0.700929 1.449105 0.225 0.066 -0.539
H -1.930103 1.716223 -1.361444 1.313 -0.163 -0.032
H -0.226244 2.221368 -1.721438 0.148 0.273 -0.180
H -0.830334 1.976532 -0.043303 0.459 -0.222 -0.251
H -1.049566 -0.354750 -0.721828 -1.047 -1.183 0.896
H 1.628163 0.711545 -1.348997 -0.728 -0.606 0.497
H 0.695991 -2.171823 -0.823105 -0.339 -0.592 0.188
H 1.270571 -1.558513 -2.437688 -0.349 0.227 1.506
H 2.795359 -2.060653 -0.108622 0.109 0.037 -0.486
H 1.058520 3.770049 0.206889 -0.086 1.012 -1.695
H 1.529828 2.577633 0.981930 -0.782 0.908 0.391
O 0.981763 3.421069 1.065213 1.136 -1.631 1.206
H -0.359742 2.912828 2.089885 -0.628 0.000 -0.012
H -0.301852 1.903339 3.199961 -0.976 0.346 -0.279
O -0.981575 2.411980 2.662734 1.113 -0.121 0.454
H 3.157844 -2.077379 2.111345 -0.152 -0.131 -0.185
H 1.739192 -2.198573 1.583654 -0.737 0.427 0.258
O 2.605202 -2.599279 1.510898 0.897 -0.320 0.237
H -2.005801 -0.268040 -2.807120 0.084 -0.298 0.190
H -2.948222 -1.418208 -2.319073 0.508 -0.651 0.251
O -2.924629 -0.551088 -2.744078 -0.388 0.880 -0.846
H -3.243444 0.008359 0.270200 -0.593 -0.035 -0.107
H -3.696933 -0.057939 -1.212287 -0.244 0.076 0.281
O -4.030074 -0.190257 -0.297361 0.328 0.347 0.078
H 0.708434 0.059380 3.324655 -0.135 -0.293 -0.276
H 1.663929 1.191885 3.162086 -0.316 -0.210 0.227
O 0.964026 0.874801 3.767801 0.671 0.362 0.214
H -1.096878 -0.163270 1.444866 -0.332 0.399 0.052
H -1.860843 1.094824 1.893814 0.114 0.052 -0.028
O -1.989218 0.238572 1.431252 -0.068 -0.193 0.277
H -2.107352 -2.030248 1.692703 0.064 -0.013 -0.073
H -0.666121 -1.963972 1.214657 0.526 0.270 -0.028
O -1.458806 -2.505922 1.154725 -0.485 -0.620 0.358
H 0.351183 0.554119 -3.318734 0.078 -0.052 -0.018
H 1.864919 0.722961 -3.458382 -0.283 0.048 -0.255
O 1.036494 0.809378 -3.956717 0.224 -0.017 0.229
H 3.527475 0.937722 -0.099276 0.468 -0.219 -0.599
H 3.695719 -0.293889 -1.008245 0.502 1.090 0.131
O 4.066280 0.625352 -0.861033 -0.600 -0.568 0.326
H -2.361780 -2.654996 -0.262364 -0.814 -0.055 -1.094
H -3.686787 -1.907620 -0.588667 0.900 -0.971 -0.593
O -3.059671 -2.601220 -0.987902 -0.276 0.597 1.372



# 4
48
Properties=species:S:1:pos:R:3:forces:R:3 method="wB97M-V/def2-TZVPD" relative_energy_ev=0.914 homo_ev=-5.9 charge=-1 lumo_energy_ev=2.792 molar_mass_g_mol=283.3 orbital_gap_ev=8.690 e_tot_ev=-30155.553
C 0.794870 0.478913 -1.624821 -1.681 -0.708 -1.120
N -0.357807 -0.490348 -1.708325 -0.089 0.701 -0.078
C -0.374896 -1.481366 -0.609034 1.863 0.842 0.322
O 0.918178 -1.866578 -0.247489 0.096 -0.157 -0.017
C 0.359044 1.812817 -1.039608 0.181 -0.253 1.255
C 1.296023 2.967303 -1.437174 0.284 0.365 1.697
N 0.228480 1.676082 0.435329 0.821 0.711 1.159
H 1.158868 0.628585 -2.646065 -0.136 0.037 -0.054
H 1.568540 -0.101631 -1.115770 0.317 0.870 0.503
H -0.228736 -0.886112 -2.618877 -0.278 -0.887 -0.170
H -0.980185 -2.367488 -0.808140 -0.216 0.215 -0.614
H -0.769722 -0.952957 0.264474 -0.537 -0.056 -0.343
H -0.660557 2.175250 -1.171065 0.274 -0.849 -1.616
H 1.570891 3.398685 -0.473162 0.438 0.170 0.060
H 2.229282 2.689887 -1.918791 -0.118 -0.210 -0.256
H 0.845986 3.831113 -1.925301 -0.246 -0.387 -0.561
H -0.479708 1.025702 0.759757 -0.257 -0.031 -0.530
H 1.060574 1.323705 0.904173 0.208 0.136 -0.315
H -0.849294 -2.169156 1.847633 0.018 0.057 0.037
H -1.079517 -1.484741 3.171157 0.081 0.304 0.165
O -1.139509 -1.315307 2.226314 -0.157 -0.425 0.176
H 3.955994 -0.059371 2.904015 -0.466 -0.183 -0.399
H 3.386579 1.041061 1.950207 -0.317 -0.726 -0.033
O 4.020387 0.854058 2.641024 1.104 1.145 0.628
H -4.142958 -1.502195 -0.929897 0.049 -0.215 0.205
H -2.689919 -1.512176 -0.521254 -0.016 -0.203 0.138
O -3.411512 -2.113517 -0.745966 -0.237 0.213 -0.046
H -1.004219 4.289122 -0.679280 0.099 0.201 -0.096
H -0.588732 3.553711 0.577876 0.029 -0.267 0.178
O -1.169959 4.273486 0.266488 -0.230 -0.024 -0.072
H 0.625004 -3.056863 0.693639 -0.785 -0.501 -0.666
H -0.560266 -4.191456 0.577046 0.184 0.197 -0.382
O 0.089942 -3.795365 1.157589 0.297 -0.002 1.125
H 1.888450 -2.824532 -1.447040 -0.206 0.037 0.253
H 3.020623 -3.867997 -1.446563 -0.021 -0.003 0.083
O 2.367194 -3.462772 -2.019874 0.099 0.020 -0.260
H -3.653155 -0.575334 -2.402519 -0.309 -0.263 -0.244
H -3.842521 0.860373 -2.154248 -0.788 0.031 0.176
O -4.376166 0.039456 -2.207980 0.752 0.135 -0.383
H -2.674938 2.772991 -0.826631 -0.199 0.032 -0.093
H -2.412426 1.288470 -0.813058 0.064 -0.170 -0.236
O -2.761585 1.984880 -1.385986 0.104 0.468 0.566
H 0.751778 0.140510 3.107285 -0.211 -0.409 0.263
H 1.438801 0.264350 4.420947 -0.047 0.055 0.171
O 0.548825 0.197602 4.060203 0.251 0.225 -0.211
H 1.478774 -1.107544 1.006951 0.600 -0.769 0.051
H 2.557762 -1.559818 2.144131 -0.310 -0.400 -0.315
O 2.047437 -0.823486 1.807679 -0.355 0.926 -0.102